{
  "formula": "C26H31F13N2O3S",
  "method": "wB97M-V/def2-TZVPD",
  "elements": ["C", "C", "C", "C", "C", "C", "C", "C", "O", "C", "C", "C", "O", "C", "C", "C", "N", "C", "C", "N", "C", "C", "C", "C", "C", "F", "F", "C", "F", "F", "C", "F", "F", "C", "F", "F", "S", "F", "F", "F", "F", "F", "C", "C", "O", "H", "H", "H", "H", "H", "H", "H", "H", "H", "H", "H", "H", "H", "H", "H", "H", "H", "H", "H", "H", "H", "H", "H", "H", "H", "H", "H", "H", "H", "H", "H"],
  "coordinates": [[2.59123, -4.92365, 0.99414], [1.38482, -4.02999, 1.55360], [0.01951, -4.14063, 0.72067], [-1.01413, -2.93102, 0.98489], [-2.31141, -2.97968, 0.36992], [-2.79713, -4.18093, -0.57053], [-3.82454, -5.11569, 0.25357], [-3.37472, -1.77394, 0.55523], [-4.60756, -1.96688, 0.66653], [-2.69347, -0.30936, 0.63442], [-3.40816, 0.94807, 0.08474], [-4.86300, 0.84996, -0.56890], [-4.93124, -0.15219, -1.62999], [-4.43627, 0.41933, -2.86375], [-5.59300, 0.94448, -3.85513], [-2.61731, 2.30413, 0.21773], [-3.33083, 3.50146, -0.30450], [-1.18101, 2.36054, 0.84323], [-0.51468, 3.83740, 0.87190], [-1.09498, 4.64691, 1.99114], [-0.22507, 5.83284, 2.29509], [-0.44700, 1.08809, 1.41536], [1.02363, 1.16912, 2.04541], [2.04444, 0.06350, 1.46319], [3.27675, 0.72596, 0.63286], [3.92448, 1.59307, 1.58614], [2.64431, 1.44936, -0.43145], [4.19311, -0.48993, 0.15244], [4.61151, -1.16194, 1.35926], [3.47547, -1.49986, -0.57195], [5.58284, -0.08014, -0.57312], [6.21788, -1.36139, -0.80618], [6.38751, 0.53158, 0.40473], [5.46234, 0.60912, -1.99224], [6.38030, -0.06700, -2.86981], [4.18663, 0.37022, -2.60448], [5.82711, 2.43002, -2.15209], [7.38157, 2.30367, -1.58726], [5.17127, 2.84714, -0.69171], [4.31781, 2.67537, -2.88647], [6.42142, 2.13830, -3.71000], [6.12687, 4.05230, -2.41647], [-1.26708, -0.24895, 1.30189], [-0.67355, -1.63925, 1.87370], [-0.03689, -1.65167, 2.95611], [3.51920, -4.69319, 1.64120], [2.33482, -6.02300, 1.17297], [2.86716, -4.67376, -0.08355], [1.17448, -4.26597, 2.66642], [1.70794, -2.91811, 1.55034], [-0.51151, -5.13746, 0.89746], [0.31410, -4.05287, -0.39676], [-1.94297, -4.81836, -0.98008], [-3.34489, -3.75827, -1.49816], [-4.89023, -4.81930, -0.05483], [-3.64574, -4.90053, 1.37343], [-3.61458, -6.22186, 0.01111], [-5.20523, 1.86136, -1.00296], [-5.66026, 0.54799, 0.20098], [-3.85880, -0.41670, -3.40806], [-3.70979, 1.28958, -2.68987], [-5.42738, 0.44738, -4.87573], [-6.63972, 0.68382, -3.44791], [-5.51318, 2.08714, -4.01726], [-3.04752, 3.67843, -1.27835], [-3.13288, 4.32816, 0.27754], [0.62682, 3.78890, 0.86973], [-0.82564, 4.34638, -0.12138], [-1.20488, 4.05220, 2.82391], [-0.89708, 6.76384, 2.29588], [0.58250, 5.97520, 1.49160], [0.32091, 5.76071, 3.29835], [1.45759, 2.22602, 1.94854], [0.91250, 0.97589, 3.17535], [2.39237, -0.56582, 2.34490], [1.45210, -0.53561, 0.67335]],
  "atomic_forces_ev_per_a": [[-0.13, 0.34, 1.13], [-0.08, 0.71, 0.33], [0.41, 0.90, -0.09], [-2.46, 0.04, -1.03], [1.88, 0.46, 0.28], [-0.43, 0.32, 0.21], [0.30, 0.35, -0.16], [-0.93, -0.02, 0.61], [4.27, 0.60, -0.56], [1.31, 1.99, 0.17], [3.31, 0.02, 1.70], [-0.52, 0.26, 0.21], [0.81, 1.83, 0.03], [0.25, -0.18, -1.24], [0.16, 0.15, -0.01], [0.69, -2.89, 0.72], [1.44, -1.16, 0.70], [-1.10, -1.68, -0.16], [-0.87, -1.14, -0.87], [1.32, -0.35, -0.24], [-0.06, 0.82, 0.03], [-3.62, -0.01, -1.63], [-0.56, 0.06, 0.39], [-0.59, 0.54, -0.79], [-3.44, -0.44, 2.32], [-0.63, -1.53, -2.93], [2.29, -1.12, 1.91], [0.68, -1.37, 0.99], [-0.86, 1.67, -2.65], [1.65, 3.02, 1.41], [1.06, -3.24, 1.79], [-1.40, 2.89, 0.30], [-1.77, -0.56, -2.57], [-0.18, -2.98, -3.22], [-2.06, 1.70, 2.56], [3.13, 0.24, 2.29], [0.14, 4.28, -3.16], [-2.76, -0.27, -0.26], [1.28, -1.21, -1.95], [2.46, -0.07, 1.58], [-0.90, 0.69, 2.54], [-0.43, -2.56, 0.61], [-0.89, 1.88, -1.06], [0.12, 0.46, 1.12], [-1.81, -0.15, -3.61], [-1.41, -0.38, -1.03], [0.46, 1.41, -0.66], [-0.59, -0.53, 1.37], [0.41, 0.26, -1.82], [-0.45, -1.82, -0.08], [0.78, 1.39, -0.27], [-0.61, -0.31, 1.68], [-0.94, 1.15, 0.82], [0.92, -0.46, 1.59], [1.59, -0.63, 0.76], [-0.55, -0.62, -1.76], [-0.49, 1.72, 0.47], [0.85, -1.40, 0.85], [1.50, 0.31, -0.97], [-0.83, 1.26, 0.94], [-0.86, -1.33, 0.04], [-0.48, 0.74, 1.47], [1.72, 0.37, -0.68], [-0.25, -1.85, 0.34], [-0.17, -0.03, 0.66], [0.09, -0.57, -0.41], [-1.43, -0.09, 0.15], [0.61, -0.79, 1.53], [0.21, 0.39, -0.61], [1.19, -1.20, 0.10], [-1.25, -0.24, 1.09], [-0.83, 0.03, -1.32], [-0.78, -1.58, -0.03], [0.15, 0.25, -1.76], [-0.21, 0.67, -1.58], [1.14, 0.59, 1.41]],
  "mulliken_charge": [-1.1863, 0.3749, -0.9019, 0.6824, 0.0606, -0.6086, -1.0106, 0.3068, -0.5683, 0.1855, 0.7175, -0.7989, -0.3453, -0.0744, -0.9963, -0.1331, -0.5646, -0.1180, -1.4011, -0.2631, -0.7490, 0.3404, -0.4954, -0.9747, 0.6155, -0.3198, -0.3205, 0.9238, -0.3326, -0.3173, 0.4543, -0.3058, -0.2320, 0.6358, -0.2611, -0.2095, 1.2037, -0.2844, -0.2454, -0.3145, -0.3136, -0.2856, 0.3416, -0.0242, -0.5654, 0.3364, 0.3529, 0.2468, 0.3221, -0.4015, 0.3142, 0.2707, 0.3256, 0.2779, 0.2686, 0.2883, 0.3313, 0.3359, 0.2651, 0.3264, 0.1444, 0.2952, 0.2630, 0.2616, 0.2636, 0.3451, 0.4877, 0.2506, 0.2814, 0.2695, 0.2753, 0.2558, 0.3263, 0.4082, 0.3698, 0.3203],
  "spin_multiplicity": 1,
  "e_lumo_ha": -0.0585,
  "e_above_lowest_kj_mol": 982.8,
  "e_homo_ev": -8.73,
  "orbital_gap_ev": 7.1
}